[1]
{"formula": "C2H3F2N", "method": "the ωB97M-V functional and the def2-TZVPD basis", "symbols": ["C", "C", "N", "F", "F", "H", "H", "H"], "xyz": [[-0.108, -0.198, -0.584], [-1.367, -0.691, 0.041], [-0.454, -0.269, 0.958], [-2.342, -1.543, -0.156], [-2.313, 1.403, 0.084], [0.794, -0.667, -0.855], [-0.254, 0.813, -1.112], [-0.356, 0.524, 1.595]], "forces_ev_per_a": [[-2.79, 1.86, 1.00], [1.20, 1.82, -2.16], [1.06, -0.52, -0.66], [0.21, -1.12, 0.83], [0.00, 0.49, 0.35], [0.78, -1.16, -0.07], [0.39, -1.42, 1.02], [-0.85, 0.08, -0.30]], "spin_multiplicity": 3, "charge": 0, "s2": 2.0081, "gap_ev": [7.94, 7.09], "max_force_ev_per_a": 3.50}

[2]
{"formula": "C13H33N7O21S2", "method": "the ωB97M-V functional and the def2-TZVPD basis", "symbols": ["C", "N", "O", "O", "H", "H", "H", "C", "N", "O", "O", "H", "H", "H", "C", "N", "O", "O", "H", "H", "H", "C", "N", "O", "O", "H", "H", "H", "C", "N", "O", "O", "H", "H", "H", "C", "N", "O", "O", "H", "H", "H", "O", "S", "O", "O", "C", "C", "O", "H", "H", "H", "H", "O", "S", "O", "O", "C", "C", "O", "H", "H", "H", "H", "C", "N", "C", "C", "O", "H", "H", "H", "H", "H", "H", "H"], "xyz": [[-2.002, 0.954, -5.118], [-1.922, 1.361, -3.754], [-0.778, 1.688, -3.450], [-2.905, 1.291, -3.031], [-3.002, 0.823, -5.533], [-1.357, 0.094, -5.300], [-1.610, 1.819, -5.652], [3.534, -2.871, 0.946], [3.245, -3.033, 2.409], [2.570, -3.982, 2.741], [3.818, -2.273, 3.181], [4.040, -3.824, 0.795], [4.179, -1.992, 0.925], [2.587, -2.869, 0.406], [-1.236, -0.503, 5.273], [-2.730, -0.585, 5.288], [-3.238, -0.624, 6.401], [-3.386, -0.504, 4.215], [-0.943, -0.678, 4.238], [-0.856, -1.313, 5.896], [-0.911, 0.461, 5.665], [1.269, 4.452, -2.273], [2.618, 3.837, -2.370], [3.095, 3.622, -3.456], [3.295, 3.769, -1.321], [1.326, 5.388, -1.717], [0.587, 3.780, -1.752], [0.823, 4.618, -3.254], [-1.106, -5.075, 2.920], [-0.547, -3.905, 3.594], [-0.531, -2.787, 3.058], [0.010, -4.188, 4.642], [-0.284, -5.790, 2.880], [-1.547, -4.798, 1.963], [-1.955, -5.330, 3.553], [-3.505, 4.060, -1.331], [-2.719, 4.185, -0.069], [-2.003, 5.152, 0.006], [-2.751, 3.287, 0.764], [-4.377, 4.709, -1.414], [-3.821, 3.021, -1.426], [-2.971, 4.348, -2.237], [-2.316, -5.489, -4.602], [-1.658, -4.230, -4.450], [-2.265, -3.021, -5.055], [-1.316, -3.845, -2.883], [-0.007, -3.287, -2.647], [0.675, -3.360, -3.985], [-0.056, -4.309, -4.712], [-0.308, -2.289, -2.327], [0.414, -3.833, -1.803], [1.738, -3.594, -3.916], [0.696, -2.411, -4.520], [1.390, 3.898, 1.036], [1.868, 3.263, 2.289], [1.282, 3.714, 3.543], [1.913, 1.614, 2.106], [3.045, 1.286, 1.228], [4.133, 2.234, 1.714], [3.551, 3.307, 2.400], [3.421, 0.264, 1.287], [2.766, 1.610, 0.226], [4.728, 2.746, 0.958], [4.920, 1.740, 2.284], [-1.971, 0.129, 1.153], [-0.743, 0.211, 0.292], [-0.494, 1.495, -0.356], [0.067, -0.874, 0.339], [1.132, -1.008, -0.306], [-2.252, -0.851, 1.540], [-2.839, 0.343, 0.529], [-1.974, 0.866, 1.956], [-0.243, 2.339, 0.287], [0.349, 1.447, -1.044], [-1.386, 1.738, -0.934], [-0.256, -1.634, 1.067]], "forces_ev_per_a": [[-0.44, 0.37, -2.72], [0.45, -0.59, 1.15], [-0.99, 0.27, 0.78], [0.87, 0.42, -0.18], [-0.08, -0.37, 0.76], [-0.17, 0.09, 0.21], [0.32, -0.23, -0.20], [-0.01, -0.60, 1.14], [0.52, 0.35, 0.57], [-0.30, 0.09, 0.03], [-0.59, -0.34, -0.47], [0.33, 0.29, -0.65], [-0.26, -0.26, -0.69], [0.23, 0.50, 0.00], [-0.02, -0.66, -0.87], [-1.61, 0.98, -0.45], [0.21, -0.22, -1.04], [1.75, -0.42, 2.20], [0.16, 0.26, 0.22], [-0.14, 0.14, 0.03], [-0.30, -0.07, -0.10], [-1.10, -0.15, 0.05], [1.97, 1.23, 1.56], [-0.51, -0.46, -0.46], [-1.54, -0.31, -1.30], [0.30, -0.25, 0.03], [0.35, -0.07, 0.25], [0.60, -0.09, -0.09], [-1.17, 0.30, -0.47], [1.89, 1.07, 0.14], [-0.44, -1.42, 0.68], [-0.59, 0.83, -0.32], [-0.50, -0.13, -0.03], [0.52, 0.03, -0.07], [0.31, -0.68, 0.08], [-0.96, -0.87, -0.88], [0.44, -0.42, -0.09], [0.20, 0.60, 0.13], [-0.60, 0.60, -0.80], [-0.01, 0.08, 1.00], [0.03, 0.17, 0.13], [0.84, -0.10, 0.55], [1.12, 0.95, 0.25], [0.44, 3.43, 1.25], [1.59, -2.75, 1.00], [-1.93, -1.38, -0.72], [-1.86, 0.64, 0.60], [0.82, 1.16, -0.09], [-0.70, -1.44, -1.95], [1.03, 0.23, 0.04], [0.27, -0.07, -0.33], [-0.23, -0.82, -0.06], [-0.50, 0.19, 0.06], [1.32, -1.70, 2.91], [0.69, 0.54, -1.06], [1.24, -1.44, -2.17], [-0.35, 0.69, 0.13], [-0.02, 1.75, -0.17], [1.72, 0.36, -0.78], [-2.79, 1.04, 1.00], [-0.96, -0.01, 0.25], [-0.11, -0.59, -0.11], [-0.35, -0.53, -0.86], [-0.51, -0.05, 0.88], [-0.28, 0.63, -0.99], [-0.84, -1.07, 1.81], [0.20, -0.26, -0.70], [1.62, 1.00, -0.95], [-1.34, 0.07, 0.75], [0.97, -0.16, 0.10], [0.03, 0.43, -0.19], [0.25, -0.08, 0.00], [-0.33, -0.36, 0.64], [-0.09, -0.54, -0.05], [0.11, 0.09, 0.02], [-0.17, 0.06, -0.32]], "smiles": "C[N+](=O)[O-].C[N+](=O)[O-].C[N+](=O)[O-].C[N+](=O)[O-].C[N+](=O)[O-].C[N+](=O)[O-].O=S1(=O)OCCO1.O=S1(=O)OCCO1.CN(C)C=O", "spin_multiplicity": 1, "charge": 0, "gap_ev": 8.81, "max_force_ev_per_a": 3.68}

[3]
{"formula": "C4H8OS", "method": "the ωB97M-V functional and the def2-TZVPD basis", "symbols": ["C", "C", "O", "C", "C", "S", "H", "H", "H", "H", "H", "H", "H", "H"], "xyz": [[1.958, 0.686, 0.888], [0.903, -0.329, 0.743], [1.067, -1.174, -0.413], [-0.516, 0.261, 0.672], [-1.604, -0.645, 0.128], [-1.035, 0.588, -0.986], [1.726, 1.633, 0.311], [2.921, 0.313, 0.497], [2.062, 0.991, 1.923], [0.923, -0.971, 1.574], [0.677, -0.747, -1.226], [-0.742, 1.109, 1.305], [-2.689, -0.453, 0.301], [-1.300, -1.727, -0.190]], "forces_ev_per_a": [[0.95, 2.07, -1.02], [-1.60, -0.48, -2.11], [0.42, 0.14, -0.03], [-0.04, -0.48, -0.15], [-0.55, -1.72, -0.07], [0.01, 1.41, -1.98], [0.19, -1.01, 0.43], [-0.41, 0.06, 0.37], [0.15, -0.01, 0.23], [0.09, -1.19, 1.11], [0.44, -0.13, 1.25], [-0.17, -0.33, 0.45], [1.13, -0.50, 0.57], [-0.62, 2.16, 0.97]], "smiles": "C[C@H](O)[C@@H]1CS1", "spin_multiplicity": 1, "charge": 0, "gap_ev": 9.87, "max_force_ev_per_a": 2.69}

[4]
{"formula": "C21H39Br2F2InN5O5S", "method": "the ωB97M-V functional and the def2-TZVPD basis", "symbols": ["C", "C", "Br", "C", "Br", "In", "C", "C", "C", "F", "C", "C", "O", "F", "N", "C", "S", "H", "H", "H", "H", "H", "H", "H", "H", "H", "H", "H", "C", "C", "O", "N", "C", "H", "H", "H", "H", "H", "H", "H", "C", "C", "O", "N", "C", "H", "H", "H", "H", "H", "H", "H", "C", "C", "O", "N", "C", "H", "H", "H", "H", "H", "H", "H", "C", "C", "O", "N", "C", "H", "H", "H", "H", "H", "H", "H"], "xyz": [[2.525, 0.334, 2.956], [1.618, -0.090, 1.671], [0.560, -1.790, 1.611], [1.553, 0.808, 0.555], [0.383, 0.211, -0.980], [2.653, 2.775, 0.401], [2.589, 3.358, -1.819], [2.574, 4.974, -1.898], [3.362, 5.388, -3.255], [4.086, 6.656, -3.113], [1.713, 4.484, 1.538], [1.422, 4.196, 3.076], [0.590, 3.373, 3.537], [2.144, 4.983, 4.076], [4.734, 2.678, 0.918], [5.292, 3.610, 0.201], [6.200, 5.007, -0.107], [2.930, -0.587, 3.521], [3.385, 1.029, 2.648], [1.780, 0.847, 3.686], [1.558, 2.979, -2.196], [3.449, 2.867, -2.410], [3.002, 5.485, -0.962], [1.492, 5.343, -2.019], [4.102, 4.586, -3.592], [2.537, 5.520, -4.063], [2.427, 5.380, 1.483], [0.731, 4.781, 1.028], [4.278, -3.415, -1.037], [3.651, -4.030, 0.184], [3.618, -3.449, 1.259], [3.109, -5.275, 0.068], [3.048, -6.119, -1.105], [4.664, -2.426, -0.787], [5.109, -4.033, -1.385], [3.530, -3.305, -1.827], [2.708, -5.620, 0.929], [1.998, -6.332, -1.319], [3.564, -7.055, -0.880], [3.507, -5.652, -1.974], [-3.280, -3.872, -3.571], [-1.894, -3.366, -3.273], [-1.033, -4.082, -2.774], [-1.608, -2.070, -3.575], [-2.477, -1.075, -4.163], [-3.355, -4.920, -3.276], [-4.017, -3.300, -3.005], [-3.484, -3.799, -4.641], [-0.659, -1.805, -3.347], [-2.022, -0.730, -5.095], [-2.552, -0.234, -3.469], [-3.473, -1.465, -4.369], [-7.292, -0.442, -4.613], [-6.468, -1.333, -3.724], [-5.616, -2.092, -4.173], [-6.691, -1.281, -2.383], [-7.641, -0.461, -1.664], [-7.000, -0.596, -5.652], [-8.352, -0.687, -4.512], [-7.119, 0.606, -4.357], [-6.100, -1.908, -1.853], [-7.089, 0.162, -0.957], [-8.312, -1.121, -1.110], [-8.224, 0.174, -2.328], [-0.660, -0.709, 7.087], [0.727, -0.204, 7.380], [1.588, -0.919, 7.881], [1.012, 1.090, 7.073], [0.141, 2.086, 6.484], [-0.735, -1.755, 7.386], [-1.396, -0.134, 7.653], [-0.866, -0.640, 6.017], [1.961, 1.356, 7.298], [0.595, 2.427, 5.551], [0.070, 2.928, 7.176], [-0.855, 1.697, 6.281]], "forces_ev_per_a": [[-1.51, -0.83, 0.08], [0.59, 2.65, -2.45], [1.09, 1.37, 0.71], [-0.10, -3.10, 3.01], [0.85, 0.75, 0.88], [-1.32, -0.22, -1.51], [-1.07, 0.35, 0.17], [0.49, -0.24, -0.97], [-0.89, 0.34, 0.44], [-1.14, -1.78, -0.35], [0.04, 1.35, 2.30], [-2.70, -1.96, 0.59], [3.70, 3.58, -1.91], [-1.00, -1.38, -2.18], [3.25, 5.22, -4.89], [-1.04, -2.65, 5.38], [-1.69, -2.57, -0.19], [-0.54, 1.40, -1.20], [-1.40, -1.09, 0.41], [1.45, -0.60, -1.18], [1.92, 0.40, 0.37], [-1.39, 0.87, 0.89], [-0.30, -0.70, -1.63], [1.55, -0.53, 0.32], [-0.88, 1.32, 0.67], [1.68, -0.02, 1.10], [-1.02, -1.27, 0.08], [1.29, -0.65, 0.89], [0.08, 0.16, -0.11], [-0.15, 0.26, 0.73], [0.16, -0.16, -0.29], [0.24, 0.26, -0.07], [-0.28, -0.18, 0.44], [-0.14, -0.17, 0.10], [-0.10, 0.01, -0.15], [0.13, -0.08, -0.06], [0.02, 0.08, -0.15], [0.10, -0.08, -0.28], [0.00, -0.07, -0.29], [-0.06, 0.03, 0.17], [0.06, -0.23, 0.14], [0.60, -0.12, 0.23], [-0.19, 0.01, -0.12], [-0.10, -0.48, 0.04], [0.39, 0.12, 0.08], [0.22, 0.15, -0.01], [-0.01, -0.02, -0.34], [-0.23, 0.16, 0.14], [-0.13, 0.00, 0.05], [-0.22, 0.16, -0.04], [-0.17, 0.11, -0.16], [0.15, -0.05, 0.08], [-0.03, 0.06, -0.19], [0.38, -0.39, 0.13], [-0.45, 0.31, -0.05], [0.03, 0.00, -0.57], [0.27, -0.27, 0.33], [0.05, -0.07, 0.22], [0.02, 0.19, 0.03], [-0.19, -0.03, 0.01], [-0.09, 0.12, -0.03], [-0.26, 0.13, 0.02], [-0.15, 0.24, 0.04], [0.13, -0.12, 0.01], [-0.15, -0.17, -0.02], [0.73, 0.06, 0.21], [-0.26, 0.00, -0.04], [-0.28, -0.60, 0.22], [0.55, 0.23, -0.05], [0.17, 0.17, -0.01], [-0.05, 0.02, -0.19], [-0.13, 0.09, 0.09], [-0.13, -0.04, -0.10], [-0.37, 0.14, 0.06], [-0.22, 0.10, -0.15], [0.16, -0.05, 0.05]], "spin_multiplicity": 1, "charge": -1, "gap_ev": 7.52, "max_force_ev_per_a": 7.86}

Number 1: E -332.21142 hartree. Number 2: E -3274.14408 hartree. Number 3: E -630.59229 hartree. Number 4: E -7409.63514 hartree.